[1]
Formula: CdF12N3O12PS6
Source: the Open Molecules 2025 dataset
Level of theory: the ωB97M-V functional and the def2-TZVPD basis

Values from the calculation:
total charge: -2
frontier orbital gap: 10.10 eV
energy relative to the best compared isomer or geometry (same formula, charge and spin): 0.000 eV

Structure (XYZ):
```
35
Properties=species:S:1:pos:R:3:forces:R:3
Cd -0.3645 -0.1871 -0.7059 -1.6 1.2 -0.6
N -1.6169 -1.2109 0.3608 -3.3 -6.4 0.0
S -1.8246 -1.5035 1.8668 1.6 3.7 6.7
O -0.7282 -2.1425 2.5925 -2.3 1.0 -1.5
O -3.2038 -1.7702 2.2005 1.3 -0.3 -0.3
F -1.6205 0.0980 2.1654 -0.4 -1.3 0.6
S -2.1587 -2.7717 -0.0809 -4.2 -2.4 -5.3
O -3.5366 -2.7418 -0.6820 3.2 0.2 2.9
O -1.7255 -3.9374 0.6802 -0.6 2.5 -0.7
F -1.4007 -2.8855 -1.4494 1.3 0.3 0.1
N 0.0952 3.5181 2.3681 -0.4 -1.3 -6.3
S 0.8592 2.6819 3.3361 2.6 -3.3 10.9
O 2.0960 3.3288 3.7978 -1.7 -1.5 -0.9
O 0.7497 1.1890 3.3714 0.7 3.7 -1.2
F -0.1693 3.0037 4.6085 0.6 0.1 -0.6
S 0.8203 2.6054 1.0821 1.5 0.8 -6.3
O 0.0985 1.4846 0.4123 1.0 3.8 3.4
O 2.2977 2.4831 0.9902 -3.7 0.3 1.4
F 0.5591 3.7376 -0.0385 -0.2 -0.3 0.9
N 1.3296 -1.1046 -0.8459 5.6 -1.5 2.5
S 2.0457 -2.2243 -1.6160 -2.5 -4.8 -6.1
O 1.5462 -3.5718 -1.4054 0.9 1.8 0.1
O 3.4290 -2.0347 -1.9046 -0.1 0.3 0.3
F 1.2269 -1.7986 -2.9787 0.9 -0.5 0.2
S 2.4510 -1.0613 0.3799 -1.5 1.6 4.5
O 3.3353 0.0260 0.2646 0.9 -0.2 -0.5
O 2.8262 -2.3568 0.8871 -0.1 1.2 -0.9
F 1.3929 -0.5191 1.4568 0.6 -0.7 -0.4
P -1.2309 1.4016 -3.0838 -3.3 0.8 -0.6
F -2.0244 1.0562 -1.5779 -0.7 0.2 -1.1
F 0.0659 1.1157 -2.2355 2.8 1.6 -1.1
F -1.3152 -0.2095 -3.3510 0.3 0.6 -0.5
F -0.3442 1.7902 -4.3649 -0.4 -0.7 0.4
F -2.6211 1.5769 -3.8779 0.4 -0.3 0.3
F -1.3394 2.9348 -2.6229 0.7 -0.2 -0.1
```
Forces are in eV/Å.

And the Mulliken charges, in e, turn out to be: 2.396, 0.147, 0.843, -0.523, -0.609, -0.298, 0.923, -0.623, -0.545, -0.248, -0.428, 1.125, -0.670, -0.487, -0.378, 1.016, -0.700, -0.552, -0.330, 0.151, 0.860, -0.588, -0.590, -0.339, 0.864, -0.541, -0.587, -0.177, 1.289, -0.460, -0.501, -0.367, -0.360, -0.352, -0.359

---

[2]
Formula: CdFNO2S2
Source: the Open Molecules 2025 dataset
Level of theory: the ωB97M-V functional and the def2-TZVPD basis

Values from the calculation:
total charge: 0
frontier orbital gap (alpha / beta): 7.14 / 7.15 eV

Structure (XYZ):
```
7
Properties=species:S:1:pos:R:3:forces:R:3
Cd -0.2108 0.8784 -1.6350 -1.7 -1.4 -3.0
F -1.8388 -0.2185 -2.2554 0.3 0.6 -0.3
N 0.0951 -1.2616 0.8529 -0.3 -0.4 -1.1
S -0.0320 -1.5685 -0.6703 0.5 -0.3 1.2
S 0.1826 0.4433 1.4415 2.4 0.3 0.9
O 0.2931 1.2890 0.1430 1.0 1.1 3.4
O 1.5108 0.4379 2.1234 -2.1 0.0 -1.1
```
Forces are in eV/Å.

And the Mulliken charges, in e, turn out to be: 1.118, -0.691, -0.157, 0.133, 0.768, -0.648, -0.522

---

[3]
Formula: CdH50O29P
Source: the Open Molecules 2025 dataset
Level of theory: the ωB97M-V functional and the def2-TZVPD basis

Values from the calculation:
total charge: -1
frontier orbital gap: 4.96 eV
energy relative to the best compared isomer or geometry (same formula, charge and spin): 0.850 eV

Structure (XYZ):
```
81
Properties=species:S:1:pos:R:3:forces:R:3
Cd 0.1329 -0.3604 -0.1691 1.0 -3.6 -3.0
P -1.3035 1.2629 1.2593 -3.9 7.1 2.7
O -0.1373 1.4896 0.2436 -0.5 4.7 0.8
O -2.5665 2.0749 0.8486 1.3 -1.7 -1.0
O -1.1169 1.7579 2.7089 1.7 -1.6 -0.9
O -1.3502 -0.2371 1.1616 -2.8 -3.0 2.2
O -3.3384 -1.7206 1.1042 -1.4 -1.8 -0.3
H -2.5667 -1.1588 1.1749 1.3 1.2 -0.1
H -3.7941 -1.6084 1.9385 -0.4 0.1 0.0
O 5.0291 0.4737 -2.3605 0.3 -0.6 0.0
H 5.4619 1.3240 -2.2825 0.0 0.3 0.0
H 4.1773 0.6728 -2.7491 -0.3 0.3 0.0
O -3.7327 3.0383 -1.3846 -0.5 1.0 -1.2
H -3.7049 2.2841 -1.9732 0.0 -0.2 0.0
H -3.3546 2.7178 -0.5657 0.6 -0.4 1.1
O 4.2917 -0.8676 2.1575 -0.1 -0.1 -0.2
H 5.1316 -0.7705 1.7086 0.2 0.2 -0.2
H 4.4277 -1.5931 2.7669 -0.1 -0.1 0.3
O -0.8060 3.0753 -1.7444 0.6 0.4 -1.3
H -1.6664 3.4841 -1.6504 -0.6 0.1 -0.1
H -0.7243 2.5090 -0.9770 0.2 -0.4 0.9
O 1.1916 3.4615 1.0380 1.2 1.8 0.3
H 1.9107 3.1273 1.5741 0.0 -0.1 0.1
H 0.7687 2.6774 0.6878 -0.6 -0.9 -0.5
O -0.6348 -1.9774 -4.1943 0.1 -0.2 -0.2
H -1.2548 -2.5416 -4.6564 -0.3 -0.3 0.0
H 0.1223 -1.9246 -4.7776 0.2 0.2 -0.1
O -0.1550 -2.5227 0.0591 -0.1 -1.2 0.1
H 0.3009 -2.8167 -0.7295 0.0 -0.6 -0.3
H -0.2613 -3.3157 0.5846 -0.1 0.0 0.4
O 1.1570 -0.5548 4.3814 1.0 0.1 0.1
H 0.3483 -0.9311 4.0340 -1.1 -0.3 0.1
H 1.6674 -1.3103 4.6727 0.1 -0.1 0.1
O 3.4142 -2.3315 -1.4925 -0.1 -0.5 -0.2
H 3.4331 -2.3510 -2.4493 0.3 0.3 -0.4
H 4.0473 -2.9982 -1.2263 0.3 -0.1 0.3
O 1.2988 2.1540 3.6906 2.3 0.4 0.5
H 1.4239 1.3219 4.1468 -0.2 -0.2 0.3
H 0.4150 2.0980 3.3273 -1.7 0.0 -0.7
O 1.5387 -0.3354 1.3699 1.9 -0.5 1.6
H 1.1761 -0.0417 2.2057 -0.3 0.4 0.7
H 2.4598 -0.5153 1.5579 0.4 -0.3 0.1
O -1.1761 -1.6782 3.3197 0.3 -1.2 1.2
H -1.7951 -2.3747 3.1007 0.0 -0.2 0.0
H -1.2230 -1.0737 2.5790 -0.1 0.9 -1.0
O 3.6049 2.0316 1.9252 1.0 0.2 -0.7
H 3.1561 2.2130 2.7510 -0.8 0.1 0.6
H 3.6203 1.0764 1.8653 -0.1 -0.1 0.2
O -1.6954 0.7012 5.0624 -0.2 -0.5 1.6
H -1.6026 0.9548 4.1440 0.3 0.8 -1.2
H -2.5493 0.2710 5.1074 -0.1 -0.1 0.0
O -1.0863 4.5570 2.1334 -0.9 0.7 0.4
H -0.2428 4.1263 1.9946 0.6 -0.4 -0.3
H -0.8750 5.4896 2.1781 0.1 0.2 -0.1
O -1.0722 -0.6787 -1.9016 -0.4 -0.6 -0.5
H -1.7726 -0.0574 -2.1006 -0.4 0.8 -0.2
H -1.0299 -1.2470 -2.6707 0.3 -0.2 -0.4
O 0.9533 -4.0845 -1.9263 0.2 -0.1 -0.2
H 1.7629 -3.7545 -2.3160 0.2 0.3 0.0
H 1.0214 -5.0363 -2.0012 -0.1 -0.4 0.1
O -4.6979 0.7268 0.3068 -1.8 -1.1 -0.7
H -4.1805 -0.0759 0.2404 0.2 -0.1 0.3
H -4.0671 1.3980 0.5671 1.1 0.6 0.5
O -3.2849 -3.3528 -1.3813 -0.1 -0.3 -0.6
H -3.1765 -2.6371 -0.7550 0.2 0.4 0.9
H -4.1572 -3.2179 -1.7515 -0.2 0.0 0.0
O 2.7723 2.4143 -1.4218 0.6 -0.6 -0.6
H 2.3606 3.2411 -1.6731 -0.6 0.2 0.0
H 3.2866 2.6290 -0.6436 -0.1 0.1 0.7
O -3.2182 0.5087 -2.9516 -0.1 0.1 0.0
H -3.2193 0.3042 -3.8867 0.1 0.1 -0.4
H -3.6961 -0.2153 -2.5471 -0.5 -0.1 0.4
O -1.5646 -5.0072 -2.7913 0.3 -0.8 -0.6
H -0.7467 -4.5392 -2.6230 0.0 0.4 0.0
H -2.2152 -4.5540 -2.2551 -0.4 0.5 0.4
O 0.6912 1.8920 -3.9153 0.5 -0.3 -0.9
H 1.2716 1.1738 -3.6632 0.0 -0.2 0.1
H 0.3496 2.2268 -3.0862 -0.8 0.5 0.8
O 1.8243 -0.2360 -1.3487 1.8 -0.4 -2.1
H 2.4941 -0.9171 -1.2877 0.3 -0.4 0.3
H 2.3180 0.5826 -1.3969 0.0 1.3 0.2
```
Forces are in eV/Å.

And the Mulliken charges, in e, turn out to be: 2.565, 1.547, 0.510, -1.417, -1.369, -0.782, -0.825, 0.048, 0.355, -0.597, 0.298, 0.288, -0.793, 0.401, 0.459, -0.539, 0.243, 0.230, -0.829, 0.340, 0.265, -0.881, 0.427, 0.023, -0.482, 0.245, 0.218, -0.303, 0.172, 0.140, -0.535, 0.351, 0.270, -0.578, 0.281, 0.220, -0.664, 0.371, 0.200, -0.541, -0.022, 0.054, -0.886, 0.321, 0.215, -0.723, 0.364, 0.219, -0.668, 0.391, 0.307, -0.586, 0.340, 0.238, 0.201, 0.150, -0.098, -0.608, 0.167, 0.296, -0.765, 0.274, 0.592, -0.674, 0.318, 0.280, -0.564, 0.244, 0.238, -0.643, 0.242, 0.297, -0.671, 0.385, 0.432, -0.693, 0.307, 0.312, -0.191, 0.353, -0.076

---

[4]
Formula: Cl2FHOP
Source: the Open Molecules 2025 dataset
Level of theory: the ωB97M-V functional and the def2-TZVPD basis

Values from the calculation:
total charge: +1
frontier orbital gap (alpha / beta): 6.96 / 6.95 eV
energy relative to the best compared isomer or geometry (same formula, charge and spin): 5.746 eV

Structure (XYZ):
```
6
Properties=species:S:1:pos:R:3:forces:R:3
O 2.0121 0.5675 -0.1470 -3.4 -2.2 -2.3
F -0.7618 -0.2772 -1.5874 0.3 0.4 2.1
P -0.6193 -0.2349 -0.0133 2.4 -1.6 -2.6
Cl -1.7768 1.1262 0.6576 -0.2 0.1 0.3
Cl -1.0857 -2.1673 0.4343 0.6 2.1 0.0
H 2.2316 0.9857 0.6557 0.4 1.1 2.4
```
Forces are in eV/Å.

And the Mulliken charges, in e, turn out to be: -0.361, -0.110, 0.981, 0.087, 0.041, 0.363

---

[5]
Formula: Cl2H2NOP
Source: the Open Molecules 2025 dataset
Level of theory: the ωB97M-V functional and the def2-TZVPD basis

Values from the calculation:
total charge: 0
frontier orbital gap: 10.49 eV
energy relative to the best compared isomer or geometry (same formula, charge and spin): 0.000 eV
SMILES: N=P(O)(Cl)Cl

Structure (XYZ):
```
7
Properties=species:S:1:pos:R:3:forces:R:3
N -0.3782 0.8240 1.0949 1.0 -0.9 -0.6
O -0.4776 0.1925 -1.3548 -0.2 0.4 -1.0
P 0.0543 -0.2431 0.0551 -1.3 0.3 0.9
Cl 1.9549 -0.7759 -0.3293 0.3 0.2 0.3
Cl -0.8024 -2.1545 0.1053 0.4 1.1 0.1
H 0.0974 1.0040 1.9749 -0.1 -0.3 -0.3
H -0.4484 1.1530 -1.5460 0.0 -0.7 0.5
```
Forces are in eV/Å.

And the Mulliken charges, in e, turn out to be: -0.575, -0.500, 0.860, -0.173, -0.218, 0.250, 0.356

---

[6]
Formula: Cl2H2NOP
Source: the Open Molecules 2025 dataset
Level of theory: the ωB97M-V functional and the def2-TZVPD basis

Values from the calculation:
total charge: 0
frontier orbital gap (alpha / beta): 8.07 / 8.15 eV
energy relative to the best compared isomer or geometry (same formula, charge and spin): 4.519 eV

Structure (XYZ):
```
7
Properties=species:S:1:pos:R:3:forces:R:3
N 1.4400 -0.1930 -0.3346 -0.1 -0.2 0.5
O -1.5488 0.5447 -1.3955 0.5 0.5 -1.5
P -0.8006 -0.8493 -1.3336 1.7 -0.3 2.3
Cl -0.0860 -0.8905 -3.1496 0.5 -0.1 -1.6
Cl -2.2196 -2.3071 -1.3572 -0.8 -0.3 -0.2
H 1.6011 -0.4717 0.6762 -0.4 0.1 -0.9
H -2.2627 0.6760 -0.8108 -1.4 0.2 1.2
```
Forces are in eV/Å.

And the Mulliken charges, in e, turn out to be: -0.347, -0.436, 0.630, -0.153, -0.240, 0.211, 0.335

---

[7]
Formula: Cl2H2O2P2
Source: the Open Molecules 2025 dataset
Level of theory: the ωB97M-V functional and the def2-TZVPD basis

Values from the calculation:
spin multiplicity: 3
⟨S²⟩: 2.004
total charge: 0
frontier orbital gap (alpha / beta): 6.21 / 7.07 eV
energy relative to the best compared isomer or geometry (same formula, charge and spin): 1.028 eV

Structure (XYZ):
```
8
Properties=species:S:1:pos:R:3:forces:R:3
O -3.2023 -0.6936 -1.6822 -0.3 -0.2 -0.6
O -0.9084 0.4092 -1.3122 -1.5 1.3 -1.0
P -0.5462 -0.4485 0.1090 -2.7 -0.9 0.7
P -2.4957 0.5715 -1.7807 1.2 1.0 2.0
Cl -2.2453 1.5892 -3.4538 -0.3 0.0 -0.5
Cl -3.5023 2.0169 -0.5634 0.9 -0.9 -0.9
H -1.2710 -1.5746 -0.2915 1.5 -1.5 -0.3
H -1.8922 -0.1017 0.6642 1.2 1.2 0.5
```
Forces are in eV/Å.

And the Mulliken charges, in e, turn out to be: -0.467, -0.166, 0.085, 0.659, -0.142, -0.197, 0.139, 0.089

---

[8]
Formula: Cl2H4Si2
Source: the Open Molecules 2025 dataset
Level of theory: the ωB97M-V functional and the def2-TZVPD basis

Values from the calculation:
total charge: 0
frontier orbital gap: 8.19 eV
energy relative to the best compared isomer or geometry (same formula, charge and spin): 1.544 eV

Structure (XYZ):
```
8
Properties=species:S:1:pos:R:3:forces:R:3
Si -1.8168 1.0222 -0.8625 0.9 0.5 -1.7
Si 1.9655 -1.8880 1.2979 1.1 0.5 0.5
Cl 3.1762 -0.5013 2.4122 -0.7 -0.3 -0.2
Cl -0.1213 -0.1319 -0.8982 0.4 -0.1 -0.1
H -2.5469 0.6501 -2.0924 0.0 0.2 0.1
H -2.4984 0.7014 0.2838 -1.3 -0.7 1.9
H -1.4360 2.4363 -0.7562 0.0 0.1 -0.3
H 3.2778 -2.2888 0.6154 -0.5 -0.3 -0.3
```
Forces are in eV/Å.

And the Mulliken charges, in e, turn out to be: 0.531, 0.310, -0.256, -0.200, -0.099, -0.129, -0.100, -0.058

---

[9]
Formula: Cl2H8HfO4
Source: the Open Molecules 2025 dataset
Level of theory: the ωB97M-V functional and the def2-TZVPD basis

Values from the calculation:
total charge: +2
frontier orbital gap: 10.61 eV

Structure (XYZ):
```
15
Properties=species:S:1:pos:R:3:forces:R:3
Hf 3.9680 -12.6530 24.9410 2.2 -2.9 3.3
Cl 3.5460 -12.8520 27.2080 -0.1 0.2 0.0
Cl 5.5420 -14.3190 24.5870 0.1 0.1 -0.1
O 2.3050 -11.4050 24.8130 -1.5 2.1 0.1
H 2.1790 -10.7750 25.5520 -0.3 -0.2 0.0
H 1.6900 -11.1390 24.1120 -0.1 0.1 -0.1
O 2.4960 -13.9290 24.3860 -1.8 -1.3 -1.3
H 1.5850 -13.8350 24.6670 -0.7 0.0 0.7
H 2.4270 -14.4200 23.5640 0.3 -0.8 -0.4
O 4.2940 -12.0240 22.9560 1.4 1.1 -2.2
H 5.2250 -11.8070 22.7540 0.4 0.4 1.0
H 4.1740 -12.3180 22.0610 -1.6 -0.8 -1.2
O 5.3280 -11.1380 25.2270 0.9 3.0 -0.3
H 6.2860 -11.1260 25.1750 0.9 -0.5 0.3
H 5.1190 -10.1830 25.1070 -0.1 -0.4 0.3
```
Forces are in eV/Å.

And the Mulliken charges, in e, turn out to be: 1.538, -0.340, -0.339, -0.433, 0.353, 0.344, -0.438, 0.371, 0.370, -0.404, 0.377, 0.311, -0.445, 0.364, 0.371

---

[10]
Formula: Cl2HN
Source: the Open Molecules 2025 dataset
Level of theory: the ωB97M-V functional and the def2-TZVPD basis

Values from the calculation:
total charge: 0
frontier orbital gap (alpha / beta): 6.53 / 6.53 eV
energy relative to the best compared isomer or geometry (same formula, charge and spin): 2.636 eV

Structure (XYZ):
```
4
Properties=species:S:1:pos:R:3:forces:R:3
N -0.0900 -0.3301 0.7755 0.9 0.4 -3.0
Cl -0.3707 -0.4478 -1.9522 0.1 0.1 1.8
Cl -0.2121 1.2638 1.2306 0.4 -1.4 -0.7
H 0.6728 -0.4859 -0.0539 -1.4 0.9 1.9
```
Forces are in eV/Å.

And the Mulliken charges, in e, turn out to be: -0.182, -0.367, 0.188, 0.362

---

Number 1: F_max 11.7 eV/Å, E_tot -5163.9188 Eh. Number 2: F_max 3.8 eV/Å, E_tot -1269.1033 Eh. Number 3: F_max 8.6 eV/Å, E_tot -2721.2532 Eh. Number 4: F_max 4.6 eV/Å, E_tot -1437.0386 Eh. Number 5: F_max 1.6 eV/Å, E_tot -1393.0056 Eh. Number 6: F_max 2.9 eV/Å, E_tot -1392.8395 Eh. Number 7: F_max 3.0 eV/Å, E_tot -1754.6693 Eh. Number 8: F_max 2.4 eV/Å, E_tot -1501.7588 Eh. Number 9: F_max 4.9 eV/Å, E_tot -1273.6976 Eh. Number 10: F_max 3.2 eV/Å, E_tot -975.5635 Eh.